(A)
This record from OMol25 describes the ion C9H15N3 with charge +2. The level of theory is the ωB97M-V functional and the def2-TZVPD basis.

Cartesian coordinates (Å):
N1 0.86 2.72 -1.08
N2 0.41 -0.36 -0.25
N3 -0.03 -3.64 -1.17
C1 -0.20 1.89 -0.45
C2 0.01 2.17 2.33
C3 0.91 -1.72 0.07
C4 0.25 0.67 0.45
C5 -0.72 3.21 1.58
C6 -0.32 -2.52 -0.34
C7 0.37 0.92 1.80
C8 -0.94 2.90 0.31
C9 -0.73 -4.69 -1.34
H1 0.34 3.27 -1.76
H2 0.14 2.37 3.45
H3 -1.71 -4.75 -0.93
H4 1.74 2.31 -1.55
H5 0.62 0.24 2.65
H6 -1.53 3.53 -0.38
H7 1.34 -1.91 1.02
H8 -0.36 -5.58 -1.98
H9 0.90 -3.54 -1.67
H10 -0.81 -2.83 0.62
H11 0.96 3.52 -0.33
H12 1.63 -2.02 -0.79
H13 -1.28 4.07 1.93
H14 -0.76 1.56 -1.30
H15 -1.06 -1.79 -0.88

Its LUMO energy is -7.4 eV. The charge is +2. Its SMILES is C=[NH+]CC/N=C1\C=CC=C[C@H]1[NH3+].

(B)
This record from OMol25 describes the ion C9H15N3 with charge +2. The level of theory is the ωB97M-V functional and the def2-TZVPD basis.

Cartesian coordinates (Å):
N1 1.47 1.56 0.82
N2 -2.13 -2.93 -0.38
N3 0.69 2.36 -1.04
C1 2.39 3.72 0.09
C2 -0.85 -1.50 1.08
C3 0.09 1.13 -0.91
C4 0.59 0.55 0.34
C5 0.45 -0.79 1.49
C6 -1.08 -1.86 -0.37
C7 -0.97 0.47 -1.59
C8 1.51 2.59 -0.04
C9 -1.54 -0.68 -1.32
H1 -2.95 -2.58 0.37
H2 2.01 4.49 -0.62
H3 0.39 -0.20 2.41
H4 0.69 3.03 -1.77
H5 3.34 3.53 -0.26
H6 -2.55 -3.09 -1.28
H7 1.37 -1.41 1.37
H8 -1.45 1.06 -2.48
H9 -1.73 -3.80 0.00
H10 -0.15 -2.16 -0.88
H11 -0.90 -2.46 1.68
H12 1.96 1.52 1.74
H13 -2.35 -0.92 -1.98
H14 2.49 4.37 0.95
H15 -1.74 -0.73 1.45

Its LUMO energy is -6.6 eV. The charge is +2. Its SMILES is Cc1[nH]c2c([nH+]1)C=C[C@H]([NH3+])CC2.

(B) comes first in stability; the runner-up is 2.225 eV higher.

(A)
This record from OMol25 describes a cluster of 6 separate species, H12O6 in total. The level of theory is the ωB97M-V functional and the def2-TZVPD basis.

Cartesian coordinates (Å):
O1 0.79 -0.22 1.61
O2 0.71 0.15 -1.71
O3 -0.50 -1.65 -0.26
O4 -0.75 1.67 0.03
O5 -2.77 -0.14 -0.05
O6 2.80 -0.06 -0.02
H1 -3.23 -0.39 0.81
H2 -2.03 -0.82 -0.18
H3 1.60 0.18 -1.31
H4 -0.39 -2.61 -0.46
H5 -0.01 -1.06 -0.93
H6 2.13 -0.03 0.71
H7 -0.92 2.60 0.26
H8 0.31 -1.00 1.24
H9 3.40 0.68 0.17
H10 0.28 0.94 -1.36
H11 0.23 0.54 1.38
H12 -1.65 1.21 0.07

Its LUMO energy is 0.5 eV. Its SMILES is O.O.O.O.O.O.

(B)
This record from OMol25 describes a cluster of 6 separate species, H12O6 in total. The level of theory is the ωB97M-V functional and the def2-TZVPD basis.

Cartesian coordinates (Å):
O1 -1.27 -0.86 -0.66
O2 1.51 2.29 2.37
O3 -3.01 -0.23 -2.64
O4 2.26 -0.08 0.29
O5 0.95 -2.50 -0.21
O6 -0.05 1.50 0.29
H1 -2.27 -0.32 -2.08
H2 -0.57 -1.54 -0.89
H3 -0.86 1.94 0.39
H4 0.21 -2.88 0.27
H5 2.38 2.19 1.95
H6 1.77 0.70 0.43
H7 0.89 2.39 1.72
H8 -0.23 0.74 -0.20
H9 -1.66 -0.95 0.19
H10 2.82 -0.36 0.98
H11 0.97 -1.54 -0.08
H12 -3.83 -0.50 -2.14

Its LUMO energy is 0.1 eV. Its SMILES is O.O.O.O.O.O.

(C)
This record from OMol25 describes a cluster of 6 separate species, H12O6 in total. The level of theory is the ωB97M-V functional and the def2-TZVPD basis.

Cartesian coordinates (Å):
O1 19.29 1.96 21.18
O2 19.03 8.07 22.86
O3 18.79 4.53 23.58
O4 18.76 1.81 23.98
O5 16.62 6.25 23.82
O6 20.26 5.24 21.31
H1 18.46 1.48 24.82
H2 19.28 1.73 22.13
H3 18.53 8.54 23.47
H4 19.62 5.01 20.63
H5 19.97 2.58 21.20
H6 16.38 5.37 23.90
H7 16.65 6.32 22.88
H8 19.46 4.83 22.98
H9 18.19 5.20 23.82
H10 20.24 6.21 21.51
H11 18.87 2.76 24.07
H12 18.47 7.37 22.53

Its LUMO energy is 0.0 eV. Its SMILES is O.O.O.O.O.O.

(A) comes first in stability; the runner-up is 1.328 eV higher.

(A)
This record from OMol25 describes a cluster of 6 separate species, H12O6 in total. The level of theory is the ωB97M-V functional and the def2-TZVPD basis.

Cartesian coordinates (Å):
O1 -0.39 -1.80 -3.33
O2 -0.15 -0.25 -0.64
O3 0.20 -0.43 2.25
O4 -0.76 -3.38 0.20
O5 0.30 2.58 -0.64
O6 0.81 2.36 2.22
H1 0.29 2.28 -1.56
H2 -1.28 -1.81 -2.96
H3 0.16 -1.43 -2.63
H4 0.00 -0.48 0.30
H5 0.45 0.50 2.41
H6 0.30 3.02 2.71
H7 -0.58 -2.64 -0.40
H8 -0.20 3.41 -0.65
H9 -0.40 -4.15 -0.25
H10 -0.28 0.71 -0.62
H11 1.03 -0.92 2.29
H12 0.50 2.42 1.30

Its LUMO energy is 0.0 eV. Its SMILES is O.O.O.O.O.O.

(B)
This record from OMol25 describes a cluster of 6 separate species, H12O6 in total. The level of theory is the ωB97M-V functional and the def2-TZVPD basis.

Cartesian coordinates (Å):
O1 5.18 0.67 -1.35
O2 2.70 -0.79 2.17
O3 -2.71 3.18 0.89
O4 -3.64 -2.43 -0.36
O5 -0.06 -0.61 0.07
O6 -1.96 0.56 -1.24
H1 5.91 0.61 -1.98
H2 -3.46 -2.93 -1.16
H3 0.86 -0.83 0.28
H4 4.51 0.09 -1.72
H5 -2.57 0.16 -0.61
H6 -3.49 3.39 0.36
H7 -2.17 2.64 0.31
H8 -2.00 1.50 -1.04
H9 -0.44 -0.39 0.93
H10 3.50 -0.33 2.42
H11 3.01 -1.58 1.71
H12 -3.16 -2.92 0.33

Its LUMO energy is 0.5 eV. Its SMILES is O.O.O.O.O.O.

(A) comes first in stability; the runner-up is 1.088 eV higher.

(A)
This record from OMol25 describes an isolated molecule of C6H8N2S. The level of theory is the ωB97M-V functional and the def2-TZVPD basis.

Cartesian coordinates (Å):
S1 -0.54 -0.98 2.03
N1 -1.49 -0.26 -2.84
N2 -0.76 1.59 1.26
C1 -0.97 -0.16 -1.80
C2 0.43 -1.48 -0.28
C3 0.39 -1.90 0.96
C4 -0.95 0.32 0.70
C5 1.18 0.84 -0.89
C6 -0.16 0.00 -0.57
H1 -1.36 1.64 2.01
H2 0.69 -2.86 1.34
H3 -1.95 0.18 0.44
H4 0.81 1.89 -0.82
H5 0.18 1.59 1.68
H6 0.91 -1.83 -1.10
H7 2.03 0.85 -0.25
H8 1.57 0.59 -1.87

Its LUMO energy is 0.6 eV. Its SMILES is C[C@@]1(C#N)C=CS[C@H]1N.

(B)
This record from OMol25 describes an isolated molecule of C6H8N2S. The level of theory is the ωB97M-V functional and the def2-TZVPD basis.

Cartesian coordinates (Å):
S1 0.33 2.19 -2.41
N1 0.78 -1.04 0.60
N2 1.82 -0.72 0.18
C1 0.14 0.59 -1.88
C2 0.70 -2.24 1.50
C3 -0.68 1.93 -0.18
C4 -0.61 -0.62 0.20
C5 -0.42 2.88 -1.06
C6 -0.34 0.63 -0.61
H1 -0.76 3.98 -0.95
H2 -1.34 2.15 0.66
H3 0.20 -2.06 2.48
H4 1.67 -2.64 1.74
H5 -1.17 -1.33 -0.34
H6 -1.12 -0.36 1.22
H7 0.09 -3.05 0.97
H8 0.71 -0.31 -2.13

Its LUMO energy is 0.8 eV.

(C)
This record from OMol25 describes a cluster of 2 separate species, C6H8N2S in total. The level of theory is the ωB97M-V functional and the def2-TZVPD basis.

Cartesian coordinates (Å):
S1 2.38 0.87 0.25
N1 -1.28 0.59 -0.95
N2 -0.42 0.65 0.01
C1 0.89 0.15 -0.24
C2 -1.02 1.08 1.19
C3 1.54 -2.57 0.63
C4 1.68 0.34 -1.48
C5 -2.36 1.25 0.91
C6 -2.47 0.94 -0.48
H1 2.08 -2.81 -0.30
H2 -3.35 0.90 -1.07
H3 0.59 -3.03 0.84
H4 1.90 -1.66 1.05
H5 -3.19 1.49 1.50
H6 1.99 -0.56 -1.91
H7 -0.40 1.11 2.11
H8 1.44 1.26 -2.07

Its LUMO energy (spin up / spin down) is 0.3 / -0.5 eV.

(D)
This record from OMol25 describes an isolated molecule of C6H8N2S. The level of theory is the ωB97M-V functional and the def2-TZVPD basis.

Cartesian coordinates (Å):
S1 -2.15 -0.20 -1.14
N1 -3.62 -2.52 -0.29
N2 -3.51 -1.66 -1.05
C1 2.02 0.46 0.75
C2 0.97 1.01 1.37
C3 -0.43 0.99 0.82
C4 2.03 0.18 -0.75
C5 0.58 -0.06 -1.16
C6 -0.46 0.27 -0.45
H1 2.69 -0.66 -1.16
H2 1.31 1.31 2.41
H3 -3.14 -2.80 0.55
H4 -1.29 0.44 1.33
H5 2.36 1.13 -1.07
H6 2.93 0.65 1.30
H7 0.45 -0.55 -2.13
H8 -0.74 2.01 0.66

Its LUMO energy (spin up / spin down) is -0.4 / -0.4 eV. Its SMILES is [H]/N=N\SC1=CCC=CC1.

(A) comes first in stability; the runner-up is 1.722 eV higher.

(A)
This record from OMol25 describes an isolated molecule of C4H7FN2O. The level of theory is the ωB97M-V functional and the def2-TZVPD basis.

Cartesian coordinates (Å):
F1 -1.86 1.80 0.67
O1 0.59 0.80 0.99
N1 1.14 -1.19 -0.94
N2 1.08 1.14 -0.34
C1 0.18 -1.42 0.15
C2 -0.47 -0.13 0.74
C3 -1.64 0.55 -0.03
C4 1.53 0.02 -1.04
H1 1.98 1.56 -0.14
H2 0.72 -1.78 1.06
H3 -1.47 0.69 -1.07
H4 -0.60 -2.08 -0.19
H5 -0.83 -0.23 1.76
H6 -2.59 -0.09 0.22
H7 2.25 0.36 -1.83

Its LUMO energy is 0.8 eV. Its SMILES is FC[C@H]1CN=CNO1.

(B)
This record from OMol25 describes an isolated molecule of C4H7FN2O. The level of theory is the ωB97M-V functional and the def2-TZVPD basis.

Cartesian coordinates (Å):
F1 -0.85 3.21 0.90
O1 0.67 2.68 -0.91
N1 0.32 0.31 -0.86
N2 0.62 1.41 -1.67
C1 -0.66 0.93 0.00
C2 1.36 -0.32 0.00
C3 -0.29 2.37 0.02
C4 -1.57 0.24 0.89
H1 -2.62 0.62 0.74
H2 -1.52 -0.78 0.40
H3 0.97 -1.26 0.35
H4 1.59 0.31 0.80
H5 1.55 1.40 -2.10
H6 2.23 -0.47 -0.63
H7 -1.11 0.25 1.91

Its LUMO energy is 0.9 eV. Its SMILES is CC1=C(F)ONN1C.

(C)
This record from OMol25 describes a structure of composition C4H7FN2O. The level of theory is the ωB97M-V functional and the def2-TZVPD basis.

Cartesian coordinates (Å):
F1 2.91 -1.37 0.24
O1 -2.94 -0.42 0.98
N1 -2.44 -0.28 -0.45
N2 -0.36 0.27 0.08
C1 1.04 0.19 -0.03
C2 1.49 -1.07 0.07
C3 1.56 1.60 0.14
C4 -1.08 -0.23 -0.80
H1 -1.13 -1.01 -1.63
H2 2.66 1.83 0.30
H3 1.11 2.14 1.07
H4 -1.98 -0.91 1.66
H5 0.96 2.36 -0.64
H6 0.91 -1.96 -0.01
H7 -2.70 -1.13 -0.96

Its LUMO energy is 0.3 eV.

(A) comes first in stability; the runner-up is 2.050 eV higher.

(A)
This record from OMol25 describes a cluster of 2 separate species, C4H8O in total. The level of theory is the ωB97M-V functional and the def2-TZVPD basis.

Cartesian coordinates (Å):
O1 -0.08 -1.22 0.65
C1 -0.66 0.89 0.00
C2 0.82 0.86 0.44
C3 1.09 -0.62 0.44
C4 -1.12 -0.45 0.48
H1 -0.51 -1.47 -2.03
H2 1.47 1.45 -0.22
H3 -2.08 -0.94 0.42
H4 -1.23 1.73 0.41
H5 1.92 -1.13 0.90
H6 0.20 -1.33 -1.85
H7 0.92 1.27 1.47
H8 -0.73 0.95 -1.10

Its LUMO energy (spin up / spin down) is 1.0 / 1.1 eV.

(B)
This record from OMol25 describes an isolated molecule of C4H8O. The level of theory is the ωB97M-V functional and the def2-TZVPD basis.

Cartesian coordinates (Å):
O1 -1.53 0.46 0.66
C1 0.92 1.14 0.38
C2 0.05 -1.42 0.33
C3 -0.30 0.03 0.17
C4 -1.35 0.49 -0.74
H1 -0.78 -2.03 -0.05
H2 1.58 1.09 -0.48
H3 1.46 0.87 1.28
H4 -1.28 1.47 -1.18
H5 0.95 -1.66 -0.23
H6 0.19 -1.67 1.38
H7 0.48 2.12 0.48
H8 -1.95 -0.22 -1.30

Its LUMO energy is 1.0 eV. Its SMILES is CC1(C)CO1.

(C)
This record from OMol25 describes an isolated molecule of C4H8O. The level of theory is the ωB97M-V functional and the def2-TZVPD basis.

Cartesian coordinates (Å):
O1 -0.13 -1.36 1.92
C1 0.06 -0.26 -0.21
C2 -0.67 -0.96 0.92
C3 -0.91 0.68 -0.97
C4 1.40 0.25 0.38
H1 2.04 0.70 -0.38
H2 1.94 -0.60 0.81
H3 -0.45 1.60 -1.33
H4 -1.77 -1.08 0.80
H5 0.34 -1.05 -0.92
H6 1.25 0.96 1.21
H7 -1.79 0.96 -0.37
H8 -1.31 0.16 -1.86

Its LUMO energy is 0.9 eV. Its SMILES is CC(C)C=O.

(C) comes first in stability; the runner-up is 0.848 eV higher.